ORCA calculation (ωB97M-V with the def2-TZVPD basis set) on 2 unconnected molecules or ions with the total composition C16H19O8 in a non-equilibrium geometry.

```
43
Properties=species:S:1:pos:R:3:forces:R:3:mulliken_charge:R:1
C -2.5784 -0.3027 0.1443 -0.91 -0.43 -0.30 -0.49
C -7.7610 -2.9925 -2.3842 -0.25 0.16 -1.03 0.69
O -0.1117 0.7711 1.3934 0.39 0.78 0.00 -0.32
C 7.4596 -1.1210 0.1029 -1.68 1.46 0.43 -0.43
H 5.2002 0.3255 2.3886 0.23 0.07 -1.06 0.35
H -4.2803 0.8546 0.9450 -0.01 -0.66 -0.91 0.29
C 6.8033 -0.8163 1.3824 -0.60 1.12 -2.31 -0.43
H 0.4522 2.9311 -1.0088 0.31 -1.27 -0.13 0.29
H -1.1808 2.3914 0.8845 0.49 -0.31 -1.05 0.27
H -1.2748 0.4216 -1.4726 -0.43 0.39 0.69 0.33
C -4.8196 -1.2920 0.9519 1.42 0.63 -0.88 -0.49
C 5.2705 0.7944 0.1559 0.10 -1.20 0.59 0.53
C 0.9366 1.5829 1.8472 -0.34 -1.04 -0.36 0.21
C -0.6987 1.5512 0.3055 0.40 0.81 0.12 0.19
O -6.9092 -2.0571 -2.3334 0.27 0.24 -0.11 -0.77
O -4.7226 -2.3866 0.0277 -0.57 0.80 0.25 -0.50
H -2.2178 -0.5309 1.1800 -0.03 0.43 -0.92 0.32
O -8.4820 -3.3754 -3.3091 0.16 0.12 0.18 -0.72
O -7.8614 -3.6649 -1.1762 0.29 0.17 0.48 -0.53
O 1.1303 1.7438 3.0139 0.33 0.09 -0.63 -0.56
H -5.8673 -1.0785 1.2906 0.85 -0.26 -0.28 0.25
O 2.8523 1.2009 0.5466 1.32 1.66 -0.72 -0.28
H -7.1899 -3.1117 -0.7424 -0.16 -0.60 0.71 0.34
C 1.7721 2.1439 0.5872 -3.73 -1.01 1.94 0.35
H -5.1105 -2.0440 -0.8053 -0.22 -0.60 0.12 0.30
C 0.6279 1.9463 -0.4954 -0.28 0.87 0.33 -0.92
H -2.5488 1.5879 -0.9808 0.98 -0.32 0.57 0.42
C 4.0557 1.7830 0.2066 1.49 -0.86 -0.46 0.28
C -4.1412 -0.0316 0.2530 0.55 -0.18 1.24 -0.59
H 5.5620 1.0289 -2.0509 0.43 -0.54 0.87 0.37
H -4.5812 0.1731 -0.7561 0.20 -0.16 0.88 0.35
O 4.2248 2.9392 -0.0792 -0.70 -0.42 0.19 -0.52
C -1.7905 0.8618 -0.5789 0.36 -1.06 0.17 -0.86
H 7.5065 -0.6838 -2.0842 -0.38 0.18 1.00 0.31
H 1.9629 3.2017 0.8810 0.71 -0.92 -0.81 0.43
H 7.1708 -1.3310 2.2951 -0.51 0.55 -0.70 0.34
H -4.1305 -1.5563 1.8069 -1.09 0.19 -0.56 0.33
C 5.6934 0.1466 1.4084 1.48 -1.09 -1.84 -0.36
C 5.9162 0.5230 -1.1256 0.86 -1.24 2.70 -0.41
H 8.2826 -1.8773 0.0807 -0.86 0.87 -0.10 0.33
H 0.8151 1.0529 -1.1445 0.15 1.14 0.27 0.40
H -2.4589 -1.2573 -0.4435 -0.05 0.99 0.61 0.29
C 7.0220 -0.4460 -1.1081 -0.97 0.45 0.82 -0.39
```
Forces are in eV/Å.

- LUMO (Eh) = 0.066
- maximum force (hartree/bohr) = 0.0842
- energy (eV) = -33280.2328
- total charge = -1
- HOMO-LUMO gap (eV) = 6.267

---

ORCA calculation (ωB97M-V with the def2-TZVPD basis set) on 19 unconnected molecules or ions with the total composition C30H52Cl36NSi in a non-equilibrium geometry.

```
120
Properties=species:S:1:pos:R:3:forces:R:3:mulliken_charge:R:1
H 7.4708 0.4431 -0.9683 1.43 1.09 0.67 0.21
H -4.3870 7.2882 -2.9872 0.18 -0.04 0.19 -0.23
H 9.5254 -0.9277 1.8442 -1.91 0.07 0.53 0.25
C 0.9795 -0.1172 2.0658 1.10 -0.51 -4.52 -1.07
H 8.3745 1.7336 3.7397 0.22 0.82 -1.63 0.31
H 2.5040 6.4987 1.5237 -0.15 -0.19 -0.02 0.35
H -8.6117 -2.7686 1.4600 0.23 0.01 -0.02 0.35
C 8.4128 2.1851 2.6717 -0.11 -0.29 0.74 -0.66
H -4.6349 1.9251 0.0555 0.15 -0.05 0.17 0.38
H 0.4277 -0.1706 3.0603 0.93 -0.12 -1.70 0.69
C -8.5847 1.6092 -4.2461 -0.20 -0.23 0.09 0.22
H -4.9820 -8.4422 2.6359 0.05 0.18 0.02 0.33
H -2.0271 -11.5937 1.5735 -0.14 0.17 -0.07 0.33
H -10.0397 1.8105 2.3185 0.01 -0.21 -0.11 0.30
Cl 0.5752 -4.4360 0.0137 0.05 0.09 0.03 -0.08
H 7.7705 -1.6498 1.5800 1.27 0.89 0.84 0.30
C 5.7257 0.6261 1.7116 -4.98 -0.48 -0.85 0.67
H 8.0874 2.2153 -0.6834 0.02 -1.85 0.48 0.19
Cl -7.6993 1.3405 -5.7526 -0.04 -0.10 -0.02 -0.16
H 9.5151 2.3302 2.3555 -1.88 -0.28 0.63 -0.01
H -4.4317 -2.7004 0.0886 0.27 0.15 0.04 -0.11
Cl 1.3933 -6.5685 -1.7998 0.56 0.09 -0.09 -0.15
H 5.1529 6.5022 -1.1560 -0.10 -0.17 -0.05 0.38
H -1.2995 -6.3186 -2.3827 -0.20 -0.12 0.11 0.35
Cl -9.1460 0.6852 0.4480 -0.33 0.43 -0.24 -0.08
H -3.7392 3.4133 0.4571 0.07 -0.18 0.10 0.35
H -1.8045 3.3250 3.9364 0.23 0.00 -0.05 0.35
Cl -2.8091 -1.3577 1.1508 -0.97 -0.67 0.35 -0.24
C -10.4532 1.1846 1.5288 -0.17 0.27 0.07 -0.35
H 2.4368 3.2459 -3.1921 0.06 -0.27 -0.07 -0.01
C 8.1713 1.1173 -0.3375 -0.33 0.10 -0.44 -0.73
C -3.3744 -2.8135 0.3197 -0.12 -0.46 0.07 0.26
Cl -4.4203 2.2352 2.3836 -0.02 0.02 -0.05 -0.15
H 3.1544 3.1074 -4.8168 -0.01 -0.22 0.11 0.39
C 2.5340 0.1512 1.9910 0.45 0.08 -0.38 1.04
H -3.4851 8.7724 -2.5873 0.07 -0.18 0.14 0.28
C -7.8118 -2.4617 -3.0399 0.30 -0.19 -0.12 -0.08
H 2.7047 -5.4285 -0.2058 -0.22 -0.03 -0.07 0.33
C -1.6780 -7.0605 -1.6815 0.00 -0.01 -0.01 -0.37
H -11.1888 1.7493 0.9575 0.11 -0.20 0.04 0.30
C 9.5026 5.5353 1.2672 0.11 0.23 0.05 -0.44
Cl -2.4821 -3.0776 -1.1831 0.01 0.28 -0.10 -0.18
C -7.7880 -2.4281 0.8336 -0.33 0.15 0.09 0.43
C 3.2112 0.2158 0.5824 -0.90 -0.17 0.24 0.53
Cl -4.1664 7.5966 -0.6594 -0.07 0.03 -0.01 -0.16
Cl -2.3487 1.5065 0.4642 0.09 0.88 -0.23 -0.01
C 2.4263 5.6084 0.9008 0.18 0.19 0.07 0.53
Cl 2.6292 4.1774 1.9157 0.28 0.08 -0.10 -0.06
Cl 10.5195 -3.3605 2.1042 0.18 -0.28 0.11 -0.14
H -9.6442 1.7217 -4.4730 0.22 0.08 -0.03 0.29
C 1.9158 -5.1405 -0.8995 0.32 0.04 0.01 -0.31
Cl 8.1047 4.5899 0.7237 0.12 0.73 -0.40 -0.03
Cl -0.1237 4.9647 4.1522 -0.13 0.03 0.00 -0.15
C 8.4082 -0.8430 2.1007 -0.83 0.31 -0.03 -0.95
C 2.2797 0.0277 -0.6867 -0.18 -0.18 2.79 -0.70
Cl 0.0957 2.2968 2.9869 -0.42 0.44 0.21 0.08
C 0.1718 -0.3208 0.7330 3.61 0.71 2.48 0.57
H -8.4370 0.7513 -3.5906 0.04 0.22 -0.12 -0.19
H 8.2071 -0.8719 3.2381 0.55 -0.24 -1.72 0.34
H -7.0028 -1.7643 -3.2556 -0.21 -0.04 -0.03 0.28
Cl 10.7787 4.4998 1.9166 0.20 0.29 -0.06 -0.16
H 3.2081 5.6189 0.1426 -0.26 -0.13 0.13 -0.69
H -3.2298 -3.6735 0.9736 0.05 0.11 -0.12 0.20
H -8.1745 -2.0559 -0.1125 0.15 -0.05 0.22 -0.48
H 2.9831 0.3505 4.2939 0.80 -0.01 -1.89 0.30
Cl -11.2456 -0.2155 2.2606 -0.02 0.05 0.02 -0.16
H -6.7858 4.0286 -5.4270 0.08 0.30 -0.13 -0.42
C 2.7623 2.5526 -3.9654 -0.19 0.31 -0.04 -0.03
H 9.2751 0.7943 -0.4452 -1.83 0.38 0.07 0.33
C 4.7905 0.4537 0.4732 -0.69 -0.08 2.64 -0.05
Cl -7.1792 5.2858 -7.3824 0.03 -0.10 0.03 -0.16
H -7.4676 -3.2201 -2.3371 -0.17 0.08 -0.09 0.14
Cl -3.0179 -6.3562 -0.7672 -0.08 -0.15 0.19 -0.02
Cl 3.5037 5.6019 -2.5813 0.01 0.21 -0.06 -0.12
H 7.8800 3.1924 2.6693 0.83 -1.61 0.18 0.34
C -2.8923 -10.9571 1.7538 0.04 -0.43 0.09 -0.34
C 9.1410 -4.3977 2.4858 -0.06 -0.01 0.26 -0.22
H -0.8905 -7.3480 -0.9885 -0.35 -0.02 -0.05 0.17
Cl -5.1674 -6.1443 2.1300 -0.13 0.04 0.00 -0.07
Cl -5.8418 6.1320 -4.9323 0.02 -0.01 0.10 -0.23
Cl 8.4724 -5.1357 1.0252 -0.09 -0.02 0.04 -0.15
H 9.1801 6.2266 2.0447 0.00 -0.22 -0.07 0.31
C 3.4584 0.3604 3.2475 2.44 0.22 -1.91 -0.68
Cl 4.0442 1.5228 -3.3127 0.24 0.09 -0.08 -0.13
H 5.8619 5.6295 -2.5389 -0.18 -0.09 0.10 0.35
H -5.2893 4.3273 -6.3481 -0.12 0.21 0.02 0.28
H 5.6520 0.6977 4.0940 -1.33 -0.18 -1.77 0.32
H -0.9579 -0.5511 0.8025 2.52 0.37 -0.67 -0.47
Cl -4.1597 -11.3672 0.5935 0.05 -0.02 0.09 -0.14
H -3.2684 -11.1226 2.7628 0.00 0.15 -0.18 0.28
N 0.8510 -0.2315 -0.5708 2.71 0.56 2.91 0.11
H 9.9007 6.0926 0.4204 -0.07 -0.22 0.08 0.32
C -3.6275 7.7216 -2.3384 -0.17 0.16 -0.18 0.30
Cl 5.2886 4.1770 -0.7699 -0.13 -0.10 -0.06 0.07
C -6.2199 4.7677 -5.9920 0.03 -0.36 -0.13 0.49
H 8.3683 -3.7969 2.9642 0.13 -0.01 -0.19 0.21
C 5.0793 5.6131 -1.7814 0.38 0.12 -0.07 -0.66
H 2.2946 -4.3985 -1.6013 -0.17 -0.14 0.06 0.24
Cl -6.9397 -1.1179 1.6612 0.44 -0.29 0.18 -0.14
Cl -2.2010 -8.4885 -2.5819 0.10 0.01 -0.01 -0.16
C 5.0136 0.5823 3.1369 -3.29 -0.65 -2.64 -0.42
C -3.8782 2.3619 0.7063 -0.32 0.20 -0.17 -0.56
C -0.9784 3.6649 3.3132 -0.26 0.23 0.07 -0.37
Cl -9.1583 -1.5729 -2.3125 -0.04 0.09 -0.02 -0.19
C -4.3403 -7.5718 2.7700 0.09 0.45 -0.07 0.01
H 0.2745 -0.3737 -1.4264 0.78 0.21 0.91 0.32
Cl 1.3771 1.5900 -4.4952 -0.04 0.00 0.02 -0.17
H -3.4013 -7.7160 2.2225 -1.23 0.92 0.74 -0.11
Cl -8.0152 3.0666 -3.4219 -0.09 -0.01 0.21 -0.18
Cl -2.4039 -9.2639 1.5938 1.31 -1.35 -0.68 -0.13
Cl -3.9793 -7.3831 4.4907 0.03 -0.10 0.03 -0.17
Cl 0.8505 5.6018 0.1000 -0.02 0.06 -0.06 -0.12
H -1.3620 4.0462 2.3673 0.22 -0.07 0.08 0.17
H 2.7916 0.0855 -1.7189 -1.40 -0.14 1.72 0.06
H 9.4679 -5.1857 3.1629 0.03 0.10 -0.22 0.33
Cl -8.3047 -3.2513 -4.5411 0.11 0.03 0.08 -0.16
H 5.1971 0.4674 -0.6078 -0.57 0.07 2.09 -0.16
Cl -6.7051 -3.7904 0.5167 -0.19 -0.13 -0.16 -0.14
Si 7.6532 0.8484 1.4987 1.13 -0.23 0.35 -0.13
Cl -2.1039 6.8603 -2.5857 0.03 -0.01 -0.09 -0.12
```
Forces are in eV/Å.

- relative energy (zero: lowest compared OMol25 entry of this formula, charge and spin) (eV) = 8.718
- LUMO (Eh) = -0.147
- maximum force (hartree/bohr) = 0.0986
- energy (eV) = -492116.0798
- total charge = +1
- HOMO-LUMO gap (eV) = 7.072

---

ORCA calculation (ωB97M-V with the def2-TZVPD basis set) on a single C26H28N2OS molecule.

```
58
Properties=species:S:1:pos:R:3:forces:R:3:mulliken_charge:R:1
H -6.2605 -1.0560 2.9673 -0.07 -0.05 -0.01 0.38
H 5.2333 -4.5335 -0.5728 0.06 -0.05 0.04 0.39
C 0.5807 2.5257 -2.4703 -0.05 0.02 -0.01 -0.52
H 4.4972 -2.3186 0.1845 0.03 0.07 0.09 0.33
C -1.1521 3.8370 -1.4405 -0.08 0.06 0.01 -0.63
H 0.9197 1.1970 1.2204 0.12 -0.07 0.03 -0.06
C -3.2401 1.3234 3.0487 0.00 -0.03 0.02 -0.18
N -0.9326 0.3971 1.6196 0.03 0.02 0.19 0.23
H -1.1178 -0.6007 3.4172 0.03 -0.07 -0.08 0.48
H 2.0831 -1.1553 1.3902 -0.06 -0.03 -0.08 0.44
C 1.3767 2.7052 -1.3490 0.31 -0.18 0.02 0.64
C 1.1082 -0.9310 0.9561 -0.26 0.21 0.40 -1.08
H -2.5365 0.6091 0.3574 0.06 0.05 -0.11 0.77
C 4.0727 -2.7444 -0.7146 -0.04 0.09 -0.03 -0.32
H -2.3841 1.9806 3.0584 0.09 0.08 -0.02 0.39
C 2.6784 -0.6688 -0.9405 0.12 -0.16 -0.39 -0.64
H 0.8000 0.2702 2.7261 0.02 0.01 0.00 0.47
H -4.6456 2.8522 3.5527 -0.01 0.09 0.02 0.38
H -1.3067 2.9265 -3.3729 -0.07 -0.01 -0.08 0.40
C 2.5919 -2.5915 -2.5904 -0.03 -0.04 -0.11 -0.19
H -2.1411 4.2686 -1.4751 -0.09 0.04 0.00 0.39
H 2.2171 0.4036 -2.7816 0.17 -0.08 -0.03 0.34
C -1.4523 0.4995 0.2743 -0.07 0.03 -0.12 0.09
H 2.5907 -4.2654 -3.9151 -0.04 -0.04 -0.08 0.40
H 1.8478 -2.0512 -3.1530 -0.06 0.07 -0.04 0.45
H 3.2891 -0.4100 -0.0676 -0.13 -0.08 -0.16 0.61
S 3.0316 2.0702 -1.2299 0.04 -0.04 -0.14 -0.23
C -3.0485 -0.0188 2.7439 -0.08 -0.10 0.02 0.46
C 0.2301 -0.6288 -1.3022 -0.44 -0.12 0.17 0.76
C -1.6582 -0.5314 2.4667 0.09 0.08 -0.03 -0.77
N 1.2908 -0.7007 -0.4655 0.32 0.15 0.07 0.63
H 4.2843 -5.5181 -2.6284 0.03 -0.08 -0.03 0.39
C -5.5972 0.9526 3.2934 -0.12 -0.01 0.01 -0.38
C -4.1458 -0.8671 2.7148 0.11 0.02 0.00 -0.47
H 0.9320 1.9564 -3.3159 0.04 -0.06 -0.03 0.45
C -0.3420 4.0417 -0.3350 -0.06 0.10 0.01 -0.49
H 3.9487 0.2439 -2.4074 -0.04 0.01 0.00 0.51
C -5.4141 -0.3852 2.9914 -0.13 -0.02 0.03 -0.61
H 0.4763 -1.8100 1.1180 0.10 0.00 0.07 0.62
H -1.0563 1.4173 -0.1677 -0.08 0.00 -0.05 -0.81
C 3.0089 -3.8409 -3.0144 -0.01 0.00 -0.04 -0.84
H 1.5593 3.6306 0.5695 0.03 -0.02 0.13 0.44
C 3.9590 -4.5442 -2.2936 0.06 -0.09 0.03 -0.39
H -0.6944 4.6355 0.4951 -0.04 0.06 0.07 0.39
C 2.9563 0.4114 -1.9885 0.00 0.50 0.36 -0.83
C 3.1205 -2.0318 -1.4329 0.07 0.00 0.19 0.35
H -6.5868 1.3291 3.5068 -0.08 0.03 0.01 0.38
H -1.7256 -1.5517 2.0525 0.01 0.02 0.08 0.26
C -0.6858 3.0812 -2.5034 -0.07 0.01 -0.04 -0.53
H -4.0097 -1.9130 2.4758 0.04 -0.09 -0.04 0.36
C 4.4911 -3.9924 -1.1415 0.07 -0.13 0.01 -0.72
H -1.8563 -0.6452 -1.5016 0.13 -0.07 0.02 0.41
C 0.9180 3.4752 -0.2855 0.03 -0.02 -0.07 -0.54
O 0.3385 -0.5242 -2.5127 -0.03 -0.03 -0.43 -0.65
H -1.2899 -1.6301 -0.1531 -0.04 -0.06 0.00 0.35
C 0.5042 0.2917 1.6740 0.15 -0.17 0.10 -0.61
C -1.1494 -0.6790 -0.6710 -0.11 0.16 0.01 -1.20
C -4.5066 1.8067 3.3190 0.01 0.07 0.03 -0.64
```
Forces are in eV/Å.

- LUMO (Eh) = 0.025
- maximum force (hartree/bohr) = 0.0120
- energy (eV) = -43280.0835
- SMILES string = O=C1CCN(Cc2ccccc2)CCN1[C@H](CSc1ccccc1)c1ccccc1
- total charge = 0
- HOMO-LUMO gap (eV) = 8.874